Computed, not measured: a structure of composition C39H53N8Ti at a distorted geometry, with ωB97M-V with the def2-TZVPD basis set.

ORCA input file:
```
! RIJCOSX wB97M-V def2-TZVPD def2/J DEFGRID3
* xyz 0 2
Ti -0.15957 -0.36375 0.45924
C 1.02419 -1.31349 2.82448
C 1.28093 -1.72059 1.44402
C 2.49581 -0.99531 1.05736
C 2.89501 -0.21460 2.10731
C 1.96519 -0.38946 3.19739
C 1.99517 0.37324 4.48265
C 4.13054 0.63084 2.14268
C 3.24497 -1.16440 -0.23062
C 1.19643 -3.19601 1.09618
C -0.09330 -1.82413 3.68301
H 1.03948 0.29842 5.00100
H 2.18082 1.43763 4.31080
H 2.77611 0.01496 5.16051
H 4.05490 1.43378 2.87697
H 4.33779 1.07922 1.16687
H 5.00771 0.03489 2.41389
H 3.37489 -0.21179 -0.75779
H 2.71512 -1.83879 -0.90018
H 4.24450 -1.58012 -0.06527
H 0.21648 -3.61758 1.32265
H 1.94465 -3.76131 1.66433
H 1.39605 -3.36130 0.03767
H -0.69881 -0.99984 4.06917
H 0.28830 -2.38756 4.53965
H -0.76160 -2.47835 3.12229
N -4.00904 0.99884 0.48803
C -3.98666 0.88453 1.87908
C -4.45070 1.93593 2.66483
C -4.39074 1.86914 4.04452
C -3.88630 0.73704 4.66694
C -3.44933 -0.32002 3.88432
C -3.47095 -0.26133 2.49614
C -3.08727 -1.45231 1.68442
C -3.92540 -2.55968 1.84439
C -3.75582 -3.72430 1.11042
C -2.73821 -3.77480 0.17613
C -1.90326 -2.67336 0.03425
C -1.99551 -1.49262 0.78023
H -4.75630 1.57195 0.13021
H -3.90924 0.12824 -0.01308
H -4.83530 2.82662 2.17959
H -4.73705 2.70795 4.63548
H -3.83479 0.67686 5.74608
H -3.06481 -1.21868 4.35392
H -4.74256 -2.48891 2.55350
H -4.42094 -4.56615 1.25878
H -2.58728 -4.66290 -0.42990
H -1.10230 -2.74653 -0.68241
C 0.69217 -2.03687 -5.10953
N 0.89364 -1.22932 -3.92375
C 1.24036 0.15273 -4.14357
C 0.66315 -1.71260 -2.66897
N 0.21517 -0.96052 -1.70015
C -0.68939 0.09580 -2.00542
C -1.86397 -0.17617 -2.71971
C -2.81686 0.79799 -2.91427
C -2.64349 2.05452 -2.33274
C -1.52013 2.32263 -1.58743
C -0.49144 1.37487 -1.45210
N 0.66058 1.59022 -0.67479
C 1.24490 2.76609 -0.67788
N 2.03246 3.17053 0.34583
C 1.68948 2.90276 1.74040
C 3.19627 4.00600 0.11620
N 1.14011 3.70320 -1.68639
C 0.98113 3.40822 -3.08837
C 0.94055 5.10127 -1.35082
N 1.04079 -3.02953 -2.47590
C 2.31907 -3.47805 -2.99980
C 0.05748 -4.08971 -2.27843
H -0.04887 -1.55858 -5.75589
H 0.31928 -3.02032 -4.83735
H 1.62058 -2.15198 -5.67521
H 0.37694 0.76481 -4.42190
H 1.98503 0.20812 -4.94091
H 1.67983 0.54043 -3.22610
H -2.01395 -1.17912 -3.10177
H -3.71481 0.57267 -3.47453
H -3.41569 2.80717 -2.42919
H -1.41258 3.27081 -1.07677
H 1.55612 1.84337 1.92552
H 0.76528 3.40637 2.01884
H 2.50418 3.27648 2.35653
H 4.04498 3.57962 0.65373
H 3.04968 5.03070 0.47282
H 3.43737 4.03692 -0.94360
H 1.24886 2.38045 -3.28520
H 1.64897 4.05601 -3.66363
H -0.04461 3.57215 -3.43404
H 0.86805 5.22716 -0.27393
H 0.00522 5.44896 -1.80098
H 1.75348 5.72845 -1.72887
H 2.99362 -2.63204 -3.11266
H 2.22928 -3.99526 -3.96197
H 2.76893 -4.16959 -2.28445
H -0.94742 -3.72933 -2.48946
H 0.07304 -4.50690 -1.27152
H 0.27607 -4.89233 -2.98878
N -0.93704 1.95883 2.69080
C -0.70393 1.11188 1.93589
*
```

E_LUMO (spin up / spin down)   0.21 / 0.20 eV
Highest occupied orbital energy (spin up / spin down)   -6.667 / -6.674 eV
Electronic energy   -76338.0988 eV
⟨S²⟩   0.76
Relative energy (zero: lowest compared OMol25 entry of this formula, charge and spin)   2.518 eV

Löwdin atomic charge list, values in e, 6 entries: 0.950, -0.261, -0.387, -0.257, -0.228, -0.225


Computed, not measured: a structure of composition C39H54As3FN6NaO3 at a distorted geometry, with ωB97M-V with the def2-TZVPD basis set.

ORCA input file:
```
! RIJCOSX wB97M-V def2-TZVPD def2/J DEFGRID3
* xyz 1 1
Na -1.07121 1.25509 0.83146
C 0.13797 -2.57663 3.09827
As -0.17670 -0.65618 2.71461
C 1.66115 -0.12788 3.12705
C -0.97505 -0.33529 4.50194
C -1.84341 0.90752 4.71730
C -1.30255 2.10992 3.95238
C -3.27887 0.62217 4.25510
As -3.60857 0.48389 2.30612
C -4.54187 2.20700 2.16504
C -5.27310 -0.56755 2.52917
C -1.91215 1.21432 6.22756
As -0.41883 1.93981 7.36651
C 1.27512 1.32439 6.55219
C -0.30854 3.78616 6.67086
H 0.56566 -2.70483 4.09437
H 0.83166 -2.99602 2.36670
H -0.79288 -3.14217 3.04806
H 1.98603 -0.53667 4.08632
H 1.73194 0.95531 3.14399
H 2.33960 -0.48201 2.34832
H -0.15333 -0.32180 5.22167
H -1.57857 -1.22239 4.73235
H -1.40913 1.94881 2.87605
H -0.24447 2.26050 4.15079
H -1.84877 3.01378 4.22824
H -3.93879 1.41627 4.62808
H -3.61207 -0.31866 4.70915
H -5.28126 2.29966 2.96355
H -5.05431 2.30669 1.20832
H -3.81508 3.01288 2.25788
H -5.87325 -0.14102 3.33663
H -5.05592 -1.61078 2.76682
H -5.85342 -0.53554 1.60523
H -2.25227 0.30724 6.74717
H -2.70362 1.95722 6.39205
H 1.43786 0.26383 6.74086
H 2.08130 1.87229 7.04006
H 1.32668 1.52003 5.48467
H -1.28722 4.26266 6.69710
H 0.08325 3.83205 5.65841
H 0.35618 4.36266 7.31329
F 0.31078 -3.78468 -3.46938
C 1.17506 -2.78813 -3.13659
C 0.76048 -1.87456 -2.20622
C 1.60315 -0.85325 -1.78618
C 1.08860 0.10413 -0.79474
O -0.06240 -0.01386 -0.36613
C 2.02958 1.12590 -0.43422
C 3.26523 1.13464 -0.98494
N 3.72668 0.23778 -1.90697
C 5.08007 0.30737 -2.37655
C 5.72622 1.63289 -2.62702
C 5.35118 0.76288 -3.78663
C 2.89543 -0.76108 -2.33728
C 3.27908 -1.68209 -3.32439
C 2.43753 -2.70609 -3.73875
N 2.85305 -3.56004 -4.78545
C 4.17142 -4.15494 -4.72873
C 4.74294 -4.13864 -6.16123
N 3.58652 -4.12196 -7.09833
C 2.54073 -5.07422 -6.65242
C 1.90103 -4.48306 -5.38422
C 1.67273 2.26217 0.57979
O 2.42961 3.22344 0.57127
O 0.66431 2.06513 1.28470
H -0.22740 -1.93054 -1.77811
H 3.95187 1.91626 -0.69268
H 5.70481 -0.48704 -1.97619
H 6.76997 1.73872 -2.37609
H 5.14127 2.52452 -2.47287
H 6.13557 0.28183 -4.35358
H 4.50150 1.07366 -4.37645
H 4.24154 -1.57077 -3.79817
H 4.11998 -5.18611 -4.35112
H 4.81516 -3.59175 -4.05622
H 5.35471 -5.02134 -6.35085
H 5.34519 -3.24617 -6.33894
H 3.88731 -4.30311 -8.05967
H 3.16280 -3.18569 -7.03790
H 3.01044 -6.03944 -6.46018
H 1.79379 -5.20826 -7.43513
H 1.61153 -5.29993 -4.71037
H 0.99938 -3.92517 -5.64151
C -3.60519 -2.38697 -3.18204
C -3.02832 -2.44629 -1.92203
C -2.88508 -1.30050 -1.16596
C -3.29679 -0.07046 -1.68583
C -3.85262 -0.01203 -2.97287
C -4.00713 -1.16767 -3.70938
N -3.11251 1.02513 -0.86888
N -3.46255 2.14290 -1.33489
C -3.17808 3.25609 -0.58527
C -3.98703 4.39147 -0.73217
C -3.62564 5.54314 -0.06050
C -2.47189 5.53438 0.71152
C -1.74086 4.35517 0.80194
N -2.08551 3.24603 0.17976
H -3.74756 -3.29213 -3.75292
H -2.69738 -3.39591 -1.52933
H -2.44263 -1.31906 -0.17978
H -4.15709 0.94544 -3.36549
H -4.44823 -1.12454 -4.69456
H -4.87750 4.34910 -1.33843
H -4.22145 6.44109 -0.15919
H -2.13947 6.42408 1.22569
H -0.82709 4.29541 1.37556
*
```

E_LUMO   -3.19 eV
Highest occupied orbital energy   -9.284 eV
Electronic energy   -246044.9448 eV

Löwdin atomic charge list, values in e, 6 entries: -0.057, -0.313, 1.208, -0.292, -0.338, -0.680